one.
The following is a DFT calculation (the ωB97M-V functional and the def2-TZVPD basis) of 5 unconnected molecules or ions with the total composition H10O5.

LUMO level: 0.14 eV
Orbital gap: 10.801 eV
SMILES: O.O.O.O.O
E_HOMO: -10.663 eV

Atoms and positions in Å:
H: -18.834 -20.679 -2.758
H: -17.897 -16.459 -3.545
H: -18.620 -21.888 0.136
O: -17.139 -16.569 -2.965
H: -16.693 -15.718 -2.970
H: -15.350 -16.826 1.048
H: -17.297 -18.164 -1.651
O: -18.397 -21.036 -1.980
H: -18.454 -21.168 1.462
O: -18.660 -22.029 1.086
H: -18.338 -21.983 -2.142
H: -15.954 -17.297 -0.266
O: -17.375 -18.563 -0.776
H: -17.679 -19.464 -0.937
O: -15.408 -16.597 0.118

---

two.
The following is a DFT calculation (the ωB97M-V functional and the def2-TZVPD basis) of 5 unconnected molecules or ions with the total composition H10O5.

LUMO level: -0.17 eV
Orbital gap: 10.365 eV
SMILES: O.O.O.O.O
E_HOMO: -10.534 eV

Atoms and positions in Å:
H: 0.177 2.441 1.442
H: 1.506 0.537 1.882
H: 0.560 0.306 -1.689
O: -2.145 -1.533 -1.371
O: -0.204 3.278 1.776
H: 0.518 -2.055 -1.024
H: 0.563 3.880 1.951
O: 0.735 0.786 1.348
O: 0.179 -0.248 -1.039
H: 1.599 -3.071 -1.049
H: -1.448 -0.879 -1.207
H: -0.119 0.412 1.771
H: -3.010 -1.069 -1.273
H: 0.428 0.180 -0.218
O: 0.656 -2.966 -1.300

---

Relative calculated energies, zero for the most stable structure, unit kcal/mol: one 0.0; two 8.2.